{
  "formula": "C36H104N4O24",
  "method": "ωB97M-V/def2-TZVPD",
  "elements": ["C", "C", "C", "O", "C", "N", "H", "H", "H", "H", "H", "H", "H", "H", "H", "H", "H", "C", "C", "C", "O", "C", "N", "H", "H", "H", "H", "H", "H", "H", "H", "H", "H", "H", "C", "C", "C", "O", "C", "N", "H", "H", "H", "H", "H", "H", "H", "H", "H", "H", "H", "C", "C", "C", "O", "C", "N", "H", "H", "H", "H", "H", "H", "H", "H", "H", "H", "H", "C", "C", "O", "O", "H", "H", "H", "H", "H", "H", "C", "C", "O", "O", "H", "H", "H", "H", "H", "H", "C", "C", "O", "O", "H", "H", "H", "H", "H", "H", "C", "C", "O", "O", "H", "H", "H", "H", "H", "H", "C", "C", "O", "O", "H", "H", "H", "H", "H", "H", "C", "C", "O", "O", "H", "H", "H", "H", "H", "H", "C", "C", "O", "O", "H", "H", "H", "H", "H", "H", "C", "C", "O", "O", "H", "H", "H", "H", "H", "H", "C", "C", "O", "O", "H", "H", "H", "H", "H", "H", "C", "C", "O", "O", "H", "H", "H", "H", "H", "H"],
  "xyz": [[-7.6125, 32.5259, -9.8031], [-8.2343, 31.4570, -8.8768], [-7.1400, 30.6300, -8.0976], [-6.4756, 29.7247, -8.9174], [-5.2154, 29.2732, -8.3868], [-9.0323, 32.1841, -7.8776], [-8.3320, 32.9812, -10.4835], [-6.7873, 32.1432, -10.4038], [-7.1697, 33.3339, -9.2207], [-8.8628, 30.7546, -9.4242], [-7.6171, 30.2259, -7.2048], [-6.4472, 31.3708, -7.6986], [-5.3021, 28.8659, -7.3796], [-4.3666, 29.9546, -8.4450], [-4.9153, 28.5132, -9.1082], [-9.7548, 31.6237, -7.4486], [-8.4672, 32.4972, -7.1012], [1.4306, 29.2217, -1.2037], [0.1631, 29.1206, -0.3749], [-1.1280, 28.7947, -1.2515], [-1.3123, 29.7811, -2.2314], [-2.5833, 29.5622, -3.0042], [0.3086, 28.0783, 0.6413], [1.5381, 28.3576, -1.8593], [2.2981, 29.2021, -0.5440], [1.4904, 30.1917, -1.6973], [0.0941, 30.0973, 0.1040], [-1.9658, 28.8800, -0.5595], [-1.0713, 27.7872, -1.6635], [-2.7673, 30.1953, -3.8722], [-3.4971, 29.7070, -2.4278], [-2.6520, 28.5499, -3.4024], [1.1116, 27.5983, 0.2609], [-0.3973, 27.4207, 0.3422], [2.3767, 30.0136, -7.6194], [1.3215, 29.5454, -6.6825], [1.4224, 28.0172, -6.3899], [1.2981, 27.2130, -7.5934], [0.0214, 27.3632, -8.2538], [1.3054, 30.3878, -5.5189], [2.3782, 31.0974, -7.7358], [2.2252, 29.6046, -8.6183], [3.3614, 29.6586, -7.3154], [0.3300, 29.7280, -7.0967], [0.6044, 27.7198, -5.7338], [2.4174, 27.8063, -5.9980], [-0.8254, 27.1474, -7.6022], [-0.0429, 26.6404, -9.0671], [-0.1927, 28.3158, -8.7384], [1.0463, 31.3231, -5.7984], [0.5798, 30.0212, -4.9195], [2.1723, 25.9409, -18.5206], [2.4443, 26.8941, -17.3847], [1.8650, 26.3898, -15.9892], [0.5064, 26.4385, -15.9425], [-0.0480, 25.9952, -14.6807], [3.9003, 27.0850, -17.2580], [2.3307, 26.3956, -19.4986], [1.1352, 25.6460, -18.6802], [2.7007, 24.9924, -18.4249], [2.0407, 27.8747, -17.6369], [2.2722, 26.9696, -15.1609], [2.1184, 25.3388, -15.8503], [-0.1667, 24.9194, -14.5514], [-1.0211, 26.4515, -14.4997], [0.6123, 26.1962, -13.8371], [4.1219, 27.3789, -16.3174], [4.3122, 26.1635, -17.2928], [-2.3837, 34.6018, -4.8798], [-2.2799, 34.3434, -6.4732], [-1.0037, 33.7723, -6.8840], [-1.5329, 35.7054, -4.6204], [-2.0144, 33.7837, -4.2614], [-3.4278, 34.7542, -4.6063], [-2.3981, 35.1969, -7.1409], [-3.0871, 33.6659, -6.7514], [-0.4184, 34.4665, -7.1956], [-0.9440, 35.5179, -3.8858], [6.4967, 28.5581, -3.4361], [7.2696, 29.4731, -2.5049], [6.4433, 30.4587, -1.8487], [6.4122, 29.0354, -4.7586], [5.4638, 28.4079, -3.1220], [6.9377, 27.5643, -3.5141], [8.1461, 29.9524, -2.9410], [7.6777, 28.9355, -1.6491], [6.0250, 30.9845, -2.5343], [6.1023, 29.9424, -4.7047], [4.2869, 30.9837, -12.6740], [4.4551, 32.2220, -13.5381], [5.6521, 32.8974, -13.0804], [4.9553, 29.8859, -13.2310], [3.2441, 30.7401, -12.4710], [4.7030, 31.2163, -11.6938], [3.6110, 32.8798, -13.3310], [4.3694, 32.0130, -14.6045], [6.3091, 32.2759, -13.4026], [5.8790, 30.1359, -13.1538], [-2.8120, 32.3955, -11.9320], [-1.3788, 31.8089, -11.6597], [-1.1873, 30.6331, -12.4076], [-2.8954, 32.7652, -13.2693], [-3.0327, 33.1530, -11.1799], [-3.5986, 31.6452, -11.8515], [-1.2125, 31.6877, -10.5893], [-0.5774, 32.5225, -11.8513], [-1.8113, 30.7168, -13.1323], [-3.8334, 32.8722, -13.4431], [2.6305, 22.5714, -1.9947], [3.2118, 23.9971, -2.0610], [3.2359, 24.8220, -0.9078], [3.5734, 21.6132, -1.4717], [2.3752, 22.2243, -2.9959], [1.7108, 22.5726, -1.4096], [2.6390, 24.6241, -2.7442], [4.2128, 23.9381, -2.4884], [3.9169, 24.5628, -0.2828], [4.3660, 21.8413, -1.9630], [-0.1154, 21.8862, -8.5791], [0.5904, 20.6619, -7.9831], [0.4965, 20.6967, -6.5501], [-1.4929, 21.6789, -8.4405], [0.1308, 21.9596, -9.6384], [0.1312, 22.7721, -7.9939], [1.6191, 20.6907, -8.3423], [0.1375, 19.7552, -8.3841], [1.1506, 20.1110, -6.1620], [-1.5224, 21.3685, -7.5326], [4.8964, 24.8651, -11.6551], [4.0077, 25.2780, -10.4534], [4.6719, 25.8240, -9.2954], [5.4078, 23.5472, -11.5841], [5.6922, 25.6093, -11.6838], [4.2315, 24.8454, -12.5186], [3.4072, 24.4268, -10.1326], [3.3068, 26.0799, -10.6856], [3.9530, 26.1440, -8.7454], [6.0869, 23.3393, -12.2301], [-3.0448, 22.3921, -4.1268], [-2.4972, 23.6417, -4.7594], [-1.0622, 23.5374, -4.7641], [-3.0086, 21.2549, -4.9120], [-4.0123, 22.6056, -3.6724], [-2.3521, 22.1438, -3.3226], [-2.7345, 24.5423, -4.1931], [-2.7652, 23.7035, -5.8141], [-0.8083, 22.6473, -5.0188], [-3.0665, 20.4588, -4.3786], [4.3748, 34.0924, -4.8410], [5.1562, 35.0441, -3.9438], [4.7402, 36.4815, -4.1230], [4.5544, 32.7505, -4.2608], [4.5432, 34.0650, -5.9175], [3.3083, 34.2920, -4.7361], [6.2047, 34.9968, -4.2381], [5.0800, 34.7291, -2.9031], [4.8587, 37.1004, -3.3988], [3.6916, 32.3294, -4.2547], [8.6067, 32.2052, -7.8196], [8.2707, 33.6485, -8.1361], [9.4249, 34.4324, -8.2892], [8.8966, 32.1895, -6.4095], [9.4798, 31.8710, -8.3799], [7.8116, 31.4741, -7.9657], [7.6013, 34.1523, -7.4389], [7.8361, 33.7152, -9.1335], [9.9539, 34.1228, -7.5504], [8.9446, 31.2930, -6.0695]],
  "lowdin_charge": [-0.0682, -0.3900, -0.2439, -0.1729, -0.0905, 0.0150, 0.0719, 0.0630, 0.0706, 0.1373, 0.1152, 0.1131, 0.0855, 0.0788, 0.0859, 0.0656, 0.0638, -0.0748, -0.4264, -0.2211, -0.1917, -0.0617, 0.0450, 0.0812, 0.0790, 0.0754, 0.1275, 0.1198, 0.1208, 0.0721, 0.0772, 0.0731, 0.0516, 0.0502, -0.0573, -0.4827, -0.1466, -0.1986, -0.1026, 0.0421, 0.0776, 0.0768, 0.0852, 0.1199, 0.1158, 0.1265, 0.0830, 0.0833, 0.0744, 0.0682, 0.0639, -0.0790, -0.4008, -0.2464, -0.1760, -0.0802, 0.0284, 0.0771, 0.0761, 0.0779, 0.1326, 0.1139, 0.1227, 0.0799, 0.0862, 0.0752, 0.0554, 0.0578, -0.2082, -0.1866, -0.1004, -0.0791, 0.1097, 0.1026, 0.1120, 0.0954, 0.0733, 0.0833, -0.2486, -0.2211, -0.0731, -0.0713, 0.1184, 0.1184, 0.1163, 0.1150, 0.0563, 0.0693, -0.2703, -0.2253, -0.0656, -0.0549, 0.1182, 0.1183, 0.1129, 0.1223, 0.0676, 0.0762, -0.2563, -0.2366, -0.0601, -0.0556, 0.1105, 0.1154, 0.1060, 0.1100, 0.0728, 0.0931, -0.2202, -0.2466, -0.0646, -0.0777, 0.1084, 0.1189, 0.1177, 0.1124, 0.0840, 0.0683, -0.2496, -0.2295, -0.0708, -0.0638, 0.1222, 0.1183, 0.1141, 0.1200, 0.0849, 0.0596, -0.2297, -0.2196, -0.0815, -0.0730, 0.1197, 0.1085, 0.1108, 0.1116, 0.0633, 0.0825, -0.2897, -0.2103, -0.0914, -0.0446, 0.1163, 0.1212, 0.1202, 0.1194, 0.0550, 0.0974, -0.2015, -0.1751, -0.1016, -0.1028, 0.1156, 0.1110, 0.1094, 0.1164, 0.0673, 0.0637, -0.2159, -0.2617, -0.0581, -0.0881, 0.1190, 0.1164, 0.1164, 0.1181, 0.0761, 0.0763],
  "mol_weight_da": 977.232,
  "homo_ev": -9.3,
  "e_tot_ev": -94106.41787,
  "lumo_ev": -0.064,
  "homo_lumo_gap_ha": 0.3401,
  "multiplicity": 1,
  "de_lowest_kcal_mol": 134.8
}